This record from the Open Molecules 2025 dataset describes 17 unconnected molecules or ions with the total composition C17H68N34O17 in a non-equilibrium geometry. The level of theory is ωB97M-V with the def2-TZVPD basis set.

```
! wB97M-V def2-TZVPD RIJCOSX def2/J DEFGRID3
* xyz 0 1
C 3.536 1.462 -2.458
O 3.065 0.861 -1.576
N 2.928 1.971 -3.509
N 4.847 1.797 -2.542
H 1.951 2.213 -3.421
H 3.518 2.285 -4.266
H 5.274 2.508 -3.117
H 5.442 1.390 -1.835
C 0.354 -5.596 -4.356
O -0.712 -5.613 -3.916
N 0.602 -5.706 -5.666
N 1.388 -5.610 -3.588
H 1.545 -5.370 -5.803
H -0.109 -5.550 -6.367
H 1.223 -5.527 -2.595
H 2.325 -5.856 -3.873
C -1.622 -4.608 -0.742
O -2.474 -5.434 -1.134
N -0.947 -3.962 -1.621
N -1.313 -4.294 0.505
H -1.072 -4.431 -2.507
H -0.639 -3.004 -1.536
H -1.723 -4.812 1.268
H -0.462 -3.753 0.556
C 2.809 -3.403 -2.087
O 3.565 -3.559 -2.987
N 1.938 -2.440 -2.123
N 2.739 -4.085 -0.981
H 1.816 -1.923 -2.982
H 1.307 -2.461 -1.335
H 3.368 -4.857 -0.811
H 2.205 -3.776 -0.182
C -0.191 -0.227 -0.361
O -0.108 -1.186 -1.066
N 0.855 0.528 -0.025
N -1.220 0.192 0.220
H 0.656 1.296 0.600
H 1.644 0.411 -0.644
H -1.120 1.067 0.715
H -2.169 -0.078 0.001
C 1.132 4.441 5.263
O 1.244 3.676 4.250
N 0.444 4.177 6.345
N 1.505 5.700 5.254
H 0.189 4.904 6.998
H 0.046 3.252 6.429
H 1.527 6.270 6.087
H 2.081 5.772 4.427
C 6.437 -2.268 -1.306
O 6.896 -1.475 -2.080
N 7.133 -3.113 -0.621
N 5.226 -2.253 -0.842
H 8.137 -3.021 -0.683
H 6.735 -3.896 -0.122
H 4.605 -1.661 -1.375
H 4.945 -2.903 -0.122
C -2.967 3.215 -1.772
O -3.729 4.113 -2.192
N -3.014 1.878 -2.015
N -1.897 3.548 -1.190
H -2.413 1.256 -1.494
H -3.700 1.510 -2.658
H -1.133 2.931 -0.953
H -1.757 4.538 -1.050
C -0.788 6.629 1.496
O -1.111 7.807 1.586
N -0.490 5.982 2.545
N -0.677 5.941 0.332
H -0.383 6.493 3.410
H -0.792 5.019 2.516
H -0.484 6.614 -0.396
H -0.040 5.161 0.410
C -0.724 0.333 -4.051
O -1.165 0.541 -5.177
N -0.582 -0.858 -3.555
N -0.341 1.191 -3.221
H -0.415 -1.135 -2.599
H -0.956 -1.538 -4.201
H -0.537 2.160 -3.425
H -0.011 1.003 -2.285
C -2.695 -3.920 3.793
O -2.644 -4.710 2.901
N -3.466 -4.022 4.762
N -2.068 -2.843 3.775
H -3.954 -4.904 4.832
H -3.342 -3.387 5.538
H -1.929 -2.346 4.644
H -1.451 -2.773 2.979
C 1.764 3.962 -0.583
O 0.994 3.646 -1.477
N 1.462 3.696 0.664
N 2.833 4.680 -0.729
H 0.632 3.145 0.836
H 1.911 4.240 1.386
H 3.273 4.825 -1.626
H 3.354 4.870 0.115
C -4.252 -1.304 0.131
O -4.384 -0.128 0.336
N -3.598 -2.124 0.955
N -4.699 -1.812 -0.990
H -3.352 -1.712 1.844
H -3.504 -3.125 0.862
H -4.592 -2.752 -1.344
H -5.260 -1.174 -1.536
C -2.150 2.520 2.352
O -1.311 2.613 1.483
N -3.332 2.186 2.016
N -1.882 2.342 3.572
H -3.801 1.662 2.741
H -3.739 2.364 1.109
H -2.736 2.502 4.087
H -0.952 2.431 3.957
C -7.299 0.573 -2.361
O -6.800 -0.246 -3.089
N -8.389 1.214 -2.661
N -6.782 1.022 -1.220
H -8.774 0.957 -3.558
H -8.856 1.541 -1.826
H -7.205 1.712 -0.617
H -5.842 0.826 -0.906
C 1.480 -3.118 2.052
O 1.201 -3.206 0.898
N 2.317 -3.974 2.631
N 1.258 -2.128 2.855
H 2.857 -4.633 2.088
H 2.486 -3.739 3.598
H 1.018 -1.251 2.416
H 1.723 -2.031 3.746
C 4.002 0.437 2.047
O 4.322 -0.090 3.116
N 4.075 -0.225 0.897
N 3.710 1.653 1.937
H 4.054 0.290 0.028
H 4.294 -1.199 0.745
H 3.125 1.995 1.187
H 3.701 2.181 2.798
*
```

## Properties
total energy	-3829.75849	a.u.
HOMO-LUMO gap	7.17	eV
energy relative to the best compared isomer or geometry (same formula, charge and spin)	1152.4	kJ/mol